[1]
{"formula": "C19H55NO9", "method": "wB97M-V/def2-TZVPD", "elements": ["C", "O", "C", "C", "N", "C", "C", "O", "C", "H", "H", "H", "H", "H", "H", "H", "H", "H", "H", "H", "H", "H", "H", "H", "C", "O", "H", "H", "H", "H", "C", "C", "O", "H", "H", "H", "H", "H", "H", "C", "C", "O", "H", "H", "H", "H", "H", "H", "C", "C", "O", "H", "H", "H", "H", "H", "H", "C", "C", "O", "H", "H", "H", "H", "H", "H", "C", "C", "O", "H", "H", "H", "H", "H", "H", "C", "C", "O", "H", "H", "H", "H", "H", "H"], "xyz": [[-3.445, -0.009, 6.183], [-2.853, 1.128, 5.388], [-1.656, 0.637, 4.782], [-1.212, 1.602, 3.706], [-2.194, 1.586, 2.571], [-1.522, 2.098, 1.374], [-0.918, 3.536, 1.384], [-1.751, 4.625, 0.905], [-2.856, 4.834, 1.805], [-3.728, -0.852, 5.553], [-4.351, 0.443, 6.588], [-2.774, -0.287, 6.996], [-1.807, -0.347, 4.338], [-1.018, 0.638, 5.666], [-0.242, 1.354, 3.275], [-1.112, 2.634, 4.044], [-2.875, 2.281, 2.840], [-2.413, 2.059, 0.747], [-0.828, 1.278, 1.189], [-0.131, 3.431, 0.638], [-0.558, 3.907, 2.343], [-3.553, 5.439, 1.226], [-2.576, 5.427, 2.675], [-3.408, 3.958, 2.145], [2.963, -1.975, -5.588], [2.808, -0.962, -4.606], [1.947, -2.318, -5.785], [3.425, -1.534, -6.471], [3.596, -2.837, -5.374], [2.876, -1.402, -3.756], [1.104, -2.260, 5.345], [1.555, -1.962, 3.941], [1.665, -0.583, 3.878], [1.389, -3.265, 5.655], [0.017, -2.337, 5.335], [1.368, -1.511, 6.092], [0.953, -2.406, 3.149], [2.561, -2.379, 3.892], [1.875, -0.240, 4.750], [0.559, -1.726, -0.005], [0.768, -0.611, -1.046], [0.351, -1.048, -2.311], [1.183, -2.598, -0.201], [-0.471, -2.069, 0.097], [0.785, -1.356, 0.995], [1.801, -0.263, -1.057], [0.321, 0.294, -0.633], [1.039, -0.830, -2.944], [-4.872, 0.020, -2.237], [-3.638, -0.823, -2.564], [-2.880, 0.043, -3.456], [-5.631, -0.372, -1.559], [-5.403, 0.255, -3.160], [-4.514, 1.028, -2.027], [-3.926, -1.817, -2.906], [-2.984, -1.039, -1.719], [-1.933, -0.084, -3.367], [0.655, 1.406, -7.452], [0.425, 1.444, -5.880], [1.579, 1.407, -5.141], [-0.272, 1.327, -8.020], [1.216, 0.489, -7.634], [1.245, 2.283, -7.721], [0.020, 0.454, -5.667], [-0.210, 2.258, -5.530], [1.845, 0.485, -5.103], [0.952, -5.107, -1.613], [1.953, -4.535, -2.575], [2.323, -3.283, -2.191], [0.650, -6.019, -2.128], [0.088, -4.461, -1.457], [1.450, -5.213, -0.650], [1.346, -4.498, -3.480], [2.783, -5.222, -2.745], [1.606, -2.690, -2.427], [4.225, 2.344, 1.991], [2.688, 2.392, 2.154], [2.153, 1.136, 1.786], [4.638, 3.307, 2.290], [4.552, 2.336, 0.951], [4.620, 1.367, 2.272], [2.178, 3.119, 1.523], [2.372, 2.494, 3.192], [2.043, 0.545, 2.534]], "total_charge": -1, "largest_force_ev_per_a": 2.83, "s_squared": 0.750, "spin_multiplicity": 2, "homo_energy_ev": [0.73, -6.48]}

=====

[2]
{"formula": "C19H56N10O4P4", "method": "wB97M-V/def2-TZVPD", "elements": ["C", "N", "C", "P", "O", "N", "C", "C", "N", "C", "C", "H", "H", "H", "H", "H", "H", "H", "H", "H", "H", "H", "H", "H", "H", "H", "H", "H", "H", "C", "N", "C", "P", "O", "N", "C", "C", "N", "C", "C", "H", "H", "H", "H", "H", "H", "H", "H", "H", "H", "H", "H", "H", "H", "H", "H", "H", "H", "C", "N", "C", "P", "O", "N", "C", "C", "N", "C", "C", "H", "H", "H", "H", "H", "H", "H", "H", "H", "H", "H", "H", "H", "H", "H", "H", "H", "H", "N", "C", "O", "P", "H", "H"], "xyz": [[3.308, 4.295, 3.033], [3.637, 4.227, 1.628], [5.064, 4.391, 1.398], [2.758, 3.516, 0.339], [3.339, 2.114, 0.487], [1.145, 3.037, 0.698], [0.362, 3.439, 1.850], [0.773, 1.672, 0.335], [2.140, 5.090, -0.078], [2.280, 6.344, 0.633], [1.108, 5.148, -1.112], [3.566, 5.290, 3.420], [3.846, 3.544, 3.625], [2.250, 4.188, 3.242], [5.243, 5.119, 0.596], [5.538, 3.445, 1.114], [5.582, 4.763, 2.284], [0.641, 2.870, 2.746], [-0.701, 3.261, 1.665], [0.443, 4.508, 2.052], [1.114, 0.949, 1.089], [1.201, 1.398, -0.628], [-0.312, 1.573, 0.234], [1.668, 6.368, 1.540], [1.969, 7.186, 0.008], [3.314, 6.562, 0.895], [0.108, 5.182, -0.664], [1.157, 4.275, -1.762], [1.230, 6.026, -1.752], [-4.755, -0.353, -1.161], [-4.874, 1.017, -0.721], [-5.387, 1.107, 0.638], [-4.079, 2.419, -1.304], [-2.846, 2.299, -0.416], [-3.205, 2.235, -2.778], [-3.322, 1.137, -3.717], [-1.822, 2.709, -2.780], [-5.490, 2.799, -2.249], [-6.683, 2.006, -2.468], [-5.386, 3.918, -3.184], [-5.749, -0.818, -1.179], [-4.108, -0.948, -0.504], [-4.386, -0.460, -2.175], [-6.196, 1.846, 0.695], [-4.604, 1.401, 1.346], [-5.801, 0.158, 0.984], [-2.768, 0.254, -3.376], [-2.913, 1.424, -4.690], [-4.361, 0.869, -3.910], [-1.143, 1.972, -2.331], [-1.733, 3.644, -2.228], [-1.479, 2.912, -3.799], [-6.492, 1.160, -3.134], [-7.475, 2.608, -2.924], [-7.116, 1.639, -1.539], [-5.150, 3.562, -4.193], [-4.603, 4.611, -2.879], [-6.315, 4.491, -3.229], [0.359, -7.877, 0.626], [1.520, -7.157, 0.160], [2.531, -8.052, -0.382], [1.664, -5.512, -0.303], [1.270, -5.710, -1.763], [0.326, -4.490, 0.067], [-0.755, -4.790, 0.982], [-0.196, -3.675, -1.028], [2.308, -5.150, 1.272], [2.408, -6.006, 2.436], [2.522, -3.740, 1.597], [0.649, -8.542, 1.450], [-0.101, -8.486, -0.163], [-0.413, -7.242, 1.048], [3.520, -7.807, 0.026], [2.585, -7.986, -1.474], [2.334, -9.095, -0.127], [-1.498, -5.456, 0.525], [-1.274, -3.871, 1.271], [-0.397, -5.223, 1.917], [-0.868, -4.255, -1.674], [0.615, -3.279, -1.636], [-0.751, -2.814, -0.644], [1.432, -6.180, 2.899], [3.054, -5.558, 3.197], [2.872, -6.965, 2.210], [1.671, -3.335, 2.157], [2.644, -3.145, 0.691], [3.424, -3.595, 2.190], [5.146, 0.056, 4.044], [4.944, -0.842, 3.389], [4.548, -1.571, 2.341], [5.601, -1.356, 1.001], [6.388, -0.185, 1.129], [6.411, -2.501, 0.770]], "total_charge": 0, "largest_force_ev_per_a": 7.20, "homo_energy_ev": -7.69, "smiles": "CN(C)P(=O)(N(C)C)N(C)C.CN(C)P(=O)(N(C)C)N(C)C.CN(C)P(=O)(N(C)C)N(C)C.N#COP"}

=====

[3]
{"formula": "C19H56N10O7", "method": "wB97M-V/def2-TZVPD", "elements": ["C", "O", "C", "C", "C", "N", "H", "H", "H", "H", "H", "H", "H", "H", "H", "H", "H", "C", "O", "C", "C", "C", "N", "H", "H", "H", "H", "H", "H", "H", "H", "H", "H", "H", "C", "O", "C", "C", "C", "N", "H", "H", "H", "H", "H", "H", "H", "H", "H", "H", "H", "C", "O", "C", "C", "C", "N", "H", "H", "H", "H", "H", "H", "H", "H", "H", "H", "H", "N", "C", "N", "O", "H", "H", "H", "H", "N", "C", "N", "O", "H", "H", "H", "H", "N", "C", "N", "O", "H", "H", "H", "H"], "xyz": [[4.458, 1.009, 4.821], [3.978, -0.214, 4.310], [3.005, -0.048, 3.316], [2.583, -1.425, 2.827], [1.524, -1.272, 1.743], [2.030, -2.269, 3.913], [4.983, 1.552, 4.025], [5.192, 0.780, 5.592], [3.668, 1.623, 5.266], [2.139, 0.544, 3.663], [3.388, 0.546, 2.464], [3.496, -1.876, 2.431], [1.222, -2.221, 1.307], [1.977, -0.704, 0.921], [0.663, -0.721, 2.126], [1.105, -1.903, 4.115], [2.615, -2.098, 4.727], [-4.956, 4.183, 2.221], [-5.011, 2.819, 1.881], [-4.498, 2.531, 0.610], [-4.735, 1.061, 0.285], [-6.218, 0.744, 0.139], [-4.145, 0.208, 1.341], [-3.938, 4.583, 2.180], [-5.285, 4.260, 3.258], [-5.637, 4.771, 1.597], [-4.998, 3.167, -0.147], [-3.438, 2.795, 0.479], [-4.236, 0.912, -0.676], [-6.806, 1.140, 0.964], [-6.369, -0.342, 0.146], [-6.590, 1.028, -0.847], [-3.132, 0.352, 1.297], [-4.418, 0.599, 2.239], [-3.369, -4.177, -4.198], [-2.611, -3.264, -3.442], [-1.391, -3.755, -2.948], [-0.167, -3.140, -3.589], [1.110, -3.709, -2.984], [-0.192, -1.673, -3.394], [-4.377, -3.761, -4.286], [-3.481, -5.160, -3.736], [-3.029, -4.294, -5.234], [-1.331, -3.583, -1.860], [-1.319, -4.851, -2.927], [-0.171, -3.379, -4.662], [0.921, -3.895, -1.917], [1.975, -3.063, -3.061], [1.218, -4.731, -3.358], [-1.027, -1.321, -3.863], [0.575, -1.227, -3.888], [2.651, 1.329, -1.836], [4.020, 1.218, -2.114], [4.817, 1.989, -1.234], [6.257, 1.910, -1.721], [6.743, 0.501, -1.986], [7.093, 2.518, -0.666], [2.441, 1.086, -0.791], [2.125, 0.584, -2.437], [2.253, 2.300, -2.152], [4.473, 3.024, -1.154], [4.791, 1.470, -0.260], [6.277, 2.534, -2.627], [7.825, 0.553, -2.119], [6.269, 0.092, -2.876], [6.564, -0.146, -1.127], [7.978, 2.881, -1.002], [6.614, 3.357, -0.338], [-1.433, -1.279, -0.338], [-1.081, 0.036, -0.145], [-0.285, 0.501, -1.149], [-1.414, 0.672, 0.846], [-2.089, -1.643, 0.333], [-1.470, -1.713, -1.242], [-0.044, 1.474, -1.065], [-0.131, -0.106, -1.945], [1.035, 4.797, 2.127], [0.452, 3.716, 1.474], [1.110, 2.503, 1.645], [-0.491, 3.841, 0.720], [1.529, 4.569, 2.973], [0.424, 5.597, 2.107], [0.486, 1.705, 1.597], [1.819, 2.484, 2.361], [-4.188, -2.315, -1.010], [-4.281, -3.223, 0.022], [-4.678, -2.669, 1.204], [-3.975, -4.409, -0.097], [-4.455, -1.388, -0.725], [-3.607, -2.545, -1.797], [-4.808, -3.276, 1.991], [-4.568, -1.658, 1.364]], "total_charge": 0, "largest_force_ev_per_a": 1.86, "homo_energy_ev": -9.11, "smiles": "COC[C@H](C)N.COC[C@H](C)N.COC[C@H](C)N.COC[C@H](C)N.NC(N)=O.NC(N)=O.NC(N)=O"}